DFT (ωB97M-V/def2-TZVPD) results for a cluster of 6 separate species, C37H55Br2ClF8N4O20PS in total in a non-equilibrium geometry.

Charge: +1
Kohn-Sham gap: 7.51 eV
Maximum force: 6.17 eV/Å

Last column: Löwdin charge in e.
Atoms and positions in Å:
1 C -1.92632 4.38028 -0.97960  -0.17
2 C -0.40382 4.90475 -0.91998  -0.48
3 S 0.73841 3.43740 -1.13240  0.81
4 C -0.06782 1.91433 -0.45763  -0.44
5 C 0.97900 0.78849 0.05507  -0.36
6 C 2.12676 1.34877 1.00053  -0.10
7 C 3.62462 1.00450 0.50628  -0.07
8 C 4.14926 2.02289 -0.59675  -0.44
9 O 4.81896 1.60132 -1.54475  0.06
10 O 3.89693 3.41283 -0.46882  0.01
11 C -0.07209 -0.28467 0.67499  -0.19
12 C 0.30213 -1.04498 2.00826  -0.15
13 C 1.70370 -1.79940 2.00745  -0.17
14 C 1.90637 -2.76500 3.28666  -0.69
15 F 1.57533 -4.08323 2.81839  -0.06
16 Br 0.87399 -2.21485 4.87445  0.89
17 C 3.45906 -2.86502 3.72044  -0.78
18 F 3.77502 -1.79642 4.57286  -0.02
19 F 3.57090 -4.08059 4.44631  -0.02
20 Br 4.69774 -3.04670 2.19118  0.82
21 N -0.47588 -1.08068 -0.55197  0.04
22 C -1.53411 -2.01441 -0.12537  -0.15
23 C -2.65207 -2.04061 -1.29476  -0.14
24 C -3.17592 -0.55225 -1.64799  -0.16
25 C -2.48541 -0.06427 -3.00753  -0.22
26 C -3.52317 -0.23518 -4.22313  -0.18
27 C -3.22537 0.97078 -5.24767  -0.15
28 C -1.67484 1.13029 -5.59533  -0.24
29 O -1.45872 1.33573 -7.01464  -0.21
30 C -0.54909 0.29202 -7.46029  -0.13
31 C 0.77262 -1.42538 -1.10652  -0.32
32 N 1.36988 -2.46841 -1.64124  -0.10
33 C 0.53755 -3.73055 -1.78302  -0.01
34 P 3.01615 -2.63061 -2.22772  0.66
35 N 3.71029 -3.73500 -1.28777  -0.17
36 O 2.98218 -3.33838 -3.78035  -0.18
37 O 3.97307 -1.25472 -2.15507  -0.19
38 N 1.53901 -0.14094 -1.00159  -0.33
39 Cl 1.34594 0.40806 -2.65514  0.78
40 H -2.06059 3.64404 -1.84426  0.07
41 H -2.59884 5.27772 -1.13264  0.08
42 H -2.20276 3.87278 0.00681  0.07
43 H -0.18866 5.37720 0.08974  0.07
44 H -0.28251 5.65091 -1.77620  0.09
45 H -0.75121 2.26330 0.39424  0.10
46 H -0.78413 1.46387 -1.23221  0.06
47 H 2.07644 0.95608 2.07562  0.12
48 H 2.11130 2.48806 1.12156  0.11
49 H 4.28530 1.19470 1.42754  0.13
50 H 3.78032 -0.07953 0.23612  0.10
51 H 3.80538 3.76633 -1.38134  0.12
52 H -1.04720 0.24046 0.96664  0.15
53 H -0.47536 -1.77602 2.38228  0.11
54 H 0.37978 -0.24277 2.82070  0.08
55 H 2.60039 -1.09911 2.02256  0.08
56 H 1.86688 -2.48934 1.10903  0.11
57 H -2.11157 -1.67246 0.80111  0.15
58 H -1.20707 -3.08113 0.11929  0.12
59 H -2.30331 -2.58793 -2.22380  0.10
60 H -3.54901 -2.60016 -0.88792  0.12
61 H -2.81500 0.13125 -0.80521  0.10
62 H -4.31338 -0.48865 -1.67482  0.12
63 H -2.25701 1.04218 -2.89998  0.09
64 H -1.54247 -0.65638 -3.23002  0.08
65 H -3.37598 -1.23538 -4.74373  0.12
66 H -4.56622 -0.16073 -3.78704  0.08
67 H -3.85265 0.83928 -6.19134  0.12
68 H -3.53855 1.92412 -4.70655  0.11
69 H -1.24474 2.01044 -5.01465  0.13
70 H -1.05242 0.21910 -5.29475  0.10
71 H -0.44292 0.35285 -8.59765  0.10
72 H -0.94452 -0.75239 -7.23404  0.10
73 H 0.51044 0.45228 -7.05370  0.10
74 H -0.42329 -3.48452 -2.32224  0.10
75 H 0.38655 -4.18599 -0.75138  0.11
76 H 1.08829 -4.50969 -2.40924  0.11
77 H 4.54647 -3.31547 -0.84493  -0.04
78 H 3.34906 -4.24751 -3.66214  0.09
79 H 4.57747 -1.29716 -2.93157  0.11
80 C -8.14816 0.19656 -6.25606  -0.06
81 C -7.53812 -1.13650 -5.95419  -0.32
82 O -6.76503 -0.88098 -4.79681  0.11
83 C -7.40072 0.13726 -4.15211  -0.54
84 O -7.19530 0.44078 -3.01637  0.16
85 O -8.30147 0.75992 -4.95879  0.08
86 F -6.70835 -1.53008 -6.95028  0.08
87 H -7.49125 0.83421 -6.85374  0.15
88 H -9.10945 0.11026 -6.76309  0.15
89 H -8.26375 -1.92696 -5.74373  0.18
90 C -0.55811 2.01952 7.43061  -0.05
91 C -1.36882 0.76313 7.43621  -0.31
92 O -1.71280 0.60035 6.07183  0.14
93 C -0.70107 1.17377 5.36968  -0.55
94 O -0.51053 0.99636 4.19863  0.11
95 O 0.07228 1.96585 6.15303  0.08
96 F -2.50474 0.91793 8.15324  0.09
97 H -1.17397 2.92025 7.49374  0.13
98 H 0.17983 2.04349 8.23249  0.15
99 H -0.82872 -0.12094 7.78687  0.18
100 C -1.20561 5.25474 3.96199  -0.06
101 C -0.18832 6.34381 4.10481  -0.32
102 O -0.29016 6.70018 5.46897  0.15
103 C -0.69251 5.57079 6.11309  -0.53
104 O -0.62860 5.41114 7.29286  0.18
105 O -1.17147 4.63850 5.24291  0.06
106 F -0.51644 7.41952 3.35009  0.08
107 H -2.21095 5.63955 3.77058  0.15
108 H -0.94725 4.54278 3.17691  0.14
109 H 0.83685 6.03484 3.88165  0.18
110 C 6.83314 2.97648 2.11327  -0.07
111 C 8.09486 2.27036 2.50074  -0.32
112 O 8.10226 2.37936 3.91077  0.15
113 C 6.79215 2.43499 4.28171  -0.53
114 O 6.40152 2.26154 5.39324  0.18
115 O 5.98073 2.70709 3.21949  0.06
116 F 9.18216 2.91094 2.01124  0.08
117 H 6.96885 4.05659 2.01425  0.15
118 H 6.40708 2.59015 1.18636  0.13
119 H 8.12744 1.21543 2.21349  0.18
120 C -0.40946 -8.36664 1.59759  -0.06
121 C 0.57431 -7.71608 0.67654  -0.32
122 O -0.25118 -7.14891 -0.32575  0.12
123 C -1.43265 -6.86951 0.29271  -0.54
124 O -2.26854 -6.14537 -0.15863  0.16
125 O -1.53934 -7.50768 1.48778  0.08
126 F 1.38438 -8.63417 0.10002  0.09
127 H -0.68558 -9.37403 1.27536  0.15
128 H -0.05009 -8.41345 2.62577  0.15
129 H 1.17777 -6.93199 1.14322  0.17


DFT (ωB97M-V/def2-TZVPD) results for a structure of composition C37H55I2P2SiTl.

Kohn-Sham gap: 6.03 eV
Maximum force: 0.25 eV/Å
ΔE to the lowest compared entry with this formula, charge and spin: 0.234 eV

Last column: Löwdin charge in e.
Atoms and positions in Å:
1 Tl -1.67004 0.01754 -2.25702  0.23
2 C -1.47107 3.96172 -2.25504  -0.22
3 Si -1.37421 2.38704 -1.23004  0.47
4 C 0.36602 2.43454 -0.43865  -0.30
5 C 0.66528 3.54056 0.36563  -0.10
6 C 1.91433 3.71856 0.93565  -0.08
7 C 2.91198 2.78128 0.70377  -0.07
8 C 2.64467 1.67649 -0.08613  -0.09
9 C 1.38177 1.48357 -0.65831  -0.35
10 P 1.03754 0.03216 -1.72808  0.97
11 C 1.98340 0.32844 -3.28583  -0.43
12 C 3.51062 0.36191 -3.20326  -0.20
13 C 4.12846 0.61213 -4.57938  -0.20
14 C 3.59649 1.89790 -5.20340  -0.20
15 C 2.07459 1.86387 -5.29665  -0.19
16 C 1.44590 1.61582 -3.92822  -0.22
17 C 1.63489 -1.52268 -0.94086  -0.43
18 C 1.49283 -2.66169 -1.96131  -0.21
19 C 1.42037 -4.01046 -1.22792  -0.17
20 C 2.25001 -4.00064 0.06559  -0.19
21 C 3.45249 -3.07622 -0.08600  -0.18
22 C 3.00447 -1.61098 -0.24243  -0.19
23 C -2.76123 2.43905 0.06299  -0.30
24 C -3.56759 3.57525 0.16181  -0.10
25 C -4.75144 3.56908 0.88659  -0.08
26 C -5.16357 2.40735 1.51686  -0.07
27 C -4.37010 1.27022 1.45408  -0.09
28 C -3.16944 1.27611 0.75112  -0.38
29 P -2.01300 -0.14888 0.73486  1.05
30 C -0.91323 0.41664 2.12365  -0.40
31 C -1.55775 0.73615 3.47524  -0.19
32 C -0.61677 1.65122 4.27489  -0.17
33 C 0.86355 1.27850 4.07083  -0.19
34 C 1.00089 -0.18872 3.67964  -0.18
35 C 0.35781 -0.43174 2.30827  -0.20
36 C -3.04139 -1.63613 1.17423  -0.43
37 C -3.36706 -1.91212 2.65127  -0.19
38 C -2.26255 -2.65615 3.39945  -0.20
39 C -1.86346 -3.94285 2.68597  -0.19
40 C -1.43846 -3.64582 1.25310  -0.21
41 C -2.53673 -2.91901 0.48797  -0.24
42 H -1.30261 4.85820 -1.65210  0.03
43 H -0.70408 3.94043 -3.03203  0.02
44 H -2.44234 4.05379 -2.74386  0.04
45 H -0.10620 4.28143 0.55283  0.11
46 H 2.11130 4.58302 1.55748  0.11
47 H 3.89532 2.90831 1.13837  0.11
48 H 3.43406 0.95934 -0.25765  0.08
49 H 1.69254 -0.51339 -3.92826  0.12
50 H 3.81989 1.16137 -2.52181  0.11
51 H 3.89053 -0.57785 -2.79883  0.10
52 H 5.21644 0.64929 -4.49276  0.11
53 H 3.89290 -0.23235 -5.23661  0.12
54 H 3.90101 2.75095 -4.58674  0.12
55 H 4.03461 2.05028 -6.19164  0.11
56 H 1.69415 2.79885 -5.71299  0.11
57 H 1.77038 1.06565 -5.98232  0.12
58 H 1.66972 2.46129 -3.26727  0.12
59 H 0.35593 1.56876 -4.01855  0.08
60 H 0.85883 -1.68603 -0.18238  0.08
61 H 0.60150 -2.52788 -2.58037  0.09
62 H 2.35212 -2.63841 -2.63877  0.11
63 H 0.37806 -4.24164 -0.99725  0.09
64 H 1.77616 -4.80014 -1.89308  0.11
65 H 1.63761 -3.65471 0.90466  0.10
66 H 2.56683 -5.01357 0.31727  0.11
67 H 4.12643 -3.16347 0.76767  0.11
68 H 4.02647 -3.38431 -0.96519  0.11
69 H 2.93354 -1.14161 0.74139  0.10
70 H 3.76830 -1.06485 -0.79619  0.08
71 H -3.28554 4.47921 -0.36525  0.09
72 H -5.36176 4.46189 0.93533  0.10
73 H -6.10106 2.38036 2.05717  0.11
74 H -4.70642 0.37311 1.95514  0.10
75 H -0.59660 1.38124 1.71018  0.09
76 H -2.52258 1.22684 3.34394  0.10
77 H -1.74281 -0.18315 4.03432  0.09
78 H -0.77821 2.68843 3.96955  0.11
79 H -0.87732 1.59292 5.33418  0.11
80 H 1.29524 1.88912 3.27283  0.10
81 H 1.43721 1.49679 4.97315  0.11
82 H 2.05026 -0.49157 3.65316  0.11
83 H 0.51844 -0.81444 4.43728  0.11
84 H 1.06637 -0.15626 1.52558  0.08
85 H 0.15301 -1.49789 2.18686  0.08
86 H -3.97195 -1.36737 0.66051  0.09
87 H -3.61561 -0.99149 3.18091  0.09
88 H -4.26952 -2.53443 2.66919  0.13
89 H -1.37678 -2.02022 3.49621  0.08
90 H -2.60120 -2.87182 4.41558  0.12
91 H -1.06024 -4.44422 3.23093  0.11
92 H -2.71517 -4.63144 2.67022  0.12
93 H -0.52556 -3.03787 1.25927  0.07
94 H -1.18479 -4.57167 0.73089  0.11
95 H -2.20627 -2.69509 -0.52714  0.03
96 H -3.39598 -3.59049 0.38297  0.13
97 I -4.06420 -1.59872 -2.71627  0.00
98 I -6.63959 -2.89156 -2.59464  -0.25


HOMO in eV, matching the order above: -11.172, -6.588